# 1
Density functional theory data (ωB97M-V with the def2-TZVPD basis set) for C8H10OS in the gas phase.

Each line ends with the natural charge from an NBO analysis.
Atoms and positions in Å:
C: 2.464 1.087 -0.078  -0.679
C: 1.248 0.235 -0.093  0.299
O: 1.374 -1.152 -0.105  -0.428
C: 0.029 -1.681 -0.049  0.243
C: -0.080 -3.112 0.099  -0.649
C: -0.863 -0.653 -0.052  -0.234
C: -0.065 0.549 -0.171  -0.137
C: -0.870 1.799 -0.261  -0.431
C: -2.300 1.493 0.172  -0.505
S: -2.602 -0.280 -0.136  0.240
H: 3.431 0.629 0.235  0.243
H: 2.673 1.516 -1.111  0.228
H: 2.465 1.892 0.682  0.231
H: 0.412 -3.794 -0.751  0.221
H: 0.374 -3.559 1.040  0.225
H: -1.042 -3.427 0.191  0.228
H: -0.349 2.367 0.680  0.228
H: -0.793 2.452 -1.240  0.236
H: -2.470 1.597 1.260  0.215
H: -3.035 2.041 -0.314  0.225

For the energy above the lowest of the compared OMol25 structures with the same formula, charge and spin, the calculation gives 0.6097 eV. The SMILES is Cc1oc(C)c2c1CCS2. For the HOMO-LUMO gap, the calculation gives 8.646 eV. As for the LUMO energy: 0.0313 hartree. For the HOMO energy, the calculation gives -7.80 eV. The total energy comes out at -784.200132 Eh.

# 2
Density functional theory data (ωB97M-V with the def2-TZVPD basis set) for a molecular structure, C36H58BrClNO15PSi2.

Each line ends with the Löwdin charge.
Atoms and positions in Å:
C: 2.441 -6.394 1.538  -0.059
C: 3.075 -5.082 1.016  -0.245
O: 2.560 -4.818 -0.301  -0.173
C: 1.424 -3.965 -0.233  -0.296
C: 0.560 -4.208 -1.480  -0.237
Si: -0.816 -2.941 -1.683  0.111
Br: -0.485 -1.920 -3.679  0.386
C: -0.634 -1.588 -0.383  -0.341
N: -1.625 -0.513 -0.613  -0.026
O: -2.339 -3.625 -1.773  -0.371
Si: -2.853 -4.305 -0.332  0.369
C: -3.645 -3.022 0.785  -0.222
C: -2.945 -2.786 2.125  -0.300
C: -2.281 -3.762 2.832  -0.067
C: -1.720 -3.427 4.044  -0.088
C: -1.826 -2.162 4.550  -0.100
C: -2.475 -1.178 3.843  -0.070
C: -3.033 -1.513 2.634  -0.067
P: -4.546 -5.698 -0.915  0.398
O: -4.151 -6.246 -2.432  -0.420
Cl: -4.448 -7.287 0.462  0.078
H: 3.224 -7.116 1.775  0.069
H: 1.778 -6.793 0.770  0.057
H: 1.835 -6.205 2.431  0.071
H: 2.878 -4.226 1.673  0.110
H: 4.158 -5.186 0.902  0.110
H: 0.807 -4.174 0.655  0.115
H: 1.806 -2.936 -0.192  0.120
H: 0.226 -5.252 -1.497  0.078
H: 1.246 -4.098 -2.332  0.073
H: -0.621 -1.960 0.654  0.081
H: 0.359 -1.150 -0.559  0.076
H: -1.169 0.389 -0.547  0.057
H: -2.333 -0.497 0.110  0.017
H: -1.803 -5.119 0.309  0.006
H: -3.785 -2.079 0.247  0.080
H: -4.664 -3.364 1.030  0.086
H: -2.195 -4.777 2.460  0.090
H: -1.196 -4.182 4.624  0.109
H: -1.387 -1.940 5.519  0.106
H: -2.529 -0.167 4.231  0.095
H: -3.552 -0.725 2.091  0.110
H: -4.650 -7.065 -2.563  0.031
O: 2.499 0.675 -1.910  0.103
C: 2.393 1.151 -3.005  -0.498
O: 1.756 2.317 -3.253  0.019
C: 1.706 2.559 -4.675  -0.158
C: 2.841 1.729 -5.257  -0.147
C: 2.893 0.541 -4.299  -0.077
H: 0.728 2.239 -5.046  0.131
H: 1.818 3.626 -4.862  0.094
H: 2.682 1.453 -6.298  0.117
H: 3.777 2.289 -5.199  0.118
H: 2.209 -0.254 -4.600  0.104
H: 3.901 0.154 -4.183  0.124
O: 0.902 5.362 -5.360  0.105
C: 0.027 5.740 -4.633  -0.466
O: -0.466 6.999 -4.659  0.036
C: -1.423 7.173 -3.599  -0.152
C: -1.897 5.770 -3.255  -0.150
C: -0.654 4.935 -3.543  -0.068
H: -0.923 7.661 -2.759  0.121
H: -2.231 7.813 -3.946  0.126
H: -2.267 5.678 -2.235  0.106
H: -2.702 5.475 -3.930  0.122
H: 0.011 4.877 -2.680  0.130
H: -0.903 3.937 -3.894  0.125
O: -2.471 1.828 1.241  0.104
C: -3.280 2.436 1.884  -0.482
O: -4.493 2.791 1.401  0.033
C: -5.183 3.606 2.367  -0.152
C: -4.539 3.275 3.703  -0.145
C: -3.106 2.958 3.291  -0.074
H: -5.049 4.654 2.092  0.119
H: -6.245 3.369 2.346  0.123
H: -4.624 4.078 4.432  0.119
H: -5.004 2.383 4.130  0.116
H: -2.487 3.853 3.256  0.102
H: -2.653 2.206 3.932  0.111
O: 1.869 -9.650 1.094  0.123
C: 1.448 -9.679 -0.024  -0.484
O: 0.708 -8.677 -0.564  0.009
C: 0.260 -9.048 -1.878  -0.154
C: 1.230 -10.124 -2.340  -0.156
C: 1.600 -10.807 -1.027  -0.074
H: -0.766 -9.416 -1.802  0.127
H: 0.272 -8.172 -2.523  0.123
H: 0.803 -10.795 -3.084  0.115
H: 2.117 -9.661 -2.775  0.119
H: 0.902 -11.604 -0.768  0.131
H: 2.619 -11.184 -1.034  0.125
O: -2.527 5.936 2.314  0.109
C: -1.397 6.203 2.012  -0.473
O: -0.334 5.865 2.770  0.041
C: 0.873 6.412 2.200  -0.146
C: 0.545 6.648 0.736  -0.149
C: -0.943 6.978 0.792  -0.066
H: 1.119 7.336 2.725  0.130
H: 1.689 5.706 2.329  0.118
H: 1.157 7.426 0.281  0.119
H: 0.695 5.727 0.169  0.117
H: -1.123 8.041 0.962  0.135
H: -1.471 6.643 -0.098  0.106
O: 3.894 7.829 1.992  0.114
C: 4.453 6.837 2.365  -0.497
O: 4.233 6.258 3.568  0.020
C: 5.137 5.152 3.751  -0.150
C: 5.557 4.744 2.348  -0.154
C: 5.520 6.077 1.604  -0.073
H: 5.980 5.491 4.357  0.127
H: 4.624 4.352 4.281  0.126
H: 6.524 4.246 2.317  0.117
H: 4.816 4.066 1.922  0.120
H: 6.464 6.618 1.686  0.133
H: 5.242 5.954 0.562  0.126

For the HOMO-LUMO gap, the calculation gives 8.505 eV. As for the LUMO energy: 0.0123 hartree. For the HOMO energy, the calculation gives -8.17 eV. The total energy comes out at -6544.711386 Eh.